(1)
Below is a cluster of 40 separate species, H80O40 in total, with properties calculated with ωB97M-V with the def2-TZVPD basis set.

Calculated values
- E_HOMO (eV) = -10.15
- gap between HOMO and LUMO (Ha) = 0.3550
- energy above the lowest of the compared OMol25 structures with the same formula, charge and spin (eV) = 15.175
- E (eV) = -83190.641
- spin multiplicity = 1

Positions of all 120 atoms, in Å:
H: 1.8270 2.5630 -5.0330
H: 1.0453 3.8604 -5.4497
O: 1.6034 3.3959 -4.7423
H: -3.1084 -3.5360 2.3391
H: -4.0453 -3.5719 1.1773
O: -3.0742 -3.5387 1.3957
H: -2.0671 -0.3645 0.0008
H: -0.7695 -0.6937 0.4932
O: -1.4262 -1.1345 0.0383
H: -2.2672 -4.0034 -4.9798
H: -0.7476 -3.6105 -4.7446
O: -1.3596 -4.2875 -5.1931
H: -1.7572 -0.7320 4.2668
H: -1.0840 0.7487 4.3927
O: -1.8887 0.2056 4.5087
H: 3.9700 3.3146 -4.4361
O: 3.8074 4.1430 -4.1159
H: 3.9175 -5.0101 1.0544
O: 3.4162 -4.5080 0.3746
H: 4.1108 3.0699 1.7884
H: 4.9009 1.8690 1.8157
O: 4.9895 2.8071 2.2790
H: -0.3954 1.7058 -4.6232
H: -0.9710 0.8700 -5.8836
O: -0.4214 1.5411 -5.6658
H: -4.8845 2.5048 -0.5164
H: -4.0167 1.5120 -1.5820
O: -3.9784 2.4434 -0.9270
H: -2.1005 4.4940 1.7492
H: -3.0149 3.1741 1.6487
O: -3.0348 4.1830 1.6829
H: -0.0161 -1.8158 -1.2520
O: 0.6806 -1.5706 -1.8975
H: 2.2057 5.0777 -1.1549
H: 3.3996 4.4316 -1.8727
O: 3.0740 4.6895 -1.0655
H: -2.7834 1.2901 -0.8611
H: -1.3229 2.2552 -0.9502
O: -1.7600 1.3175 -1.0622
H: -5.1512 -2.2825 3.9991
H: -4.3666 -3.5733 3.9085
O: -4.2858 -2.6529 3.7478
H: -0.8554 -5.4941 -3.3112
H: -1.0609 -5.2680 -1.8262
O: -0.6292 -5.8785 -2.4894
H: 1.8725 -1.5852 -4.7433
H: 2.9180 -2.7150 -5.1298
O: 2.2039 -2.4494 -4.6051
H: 2.9038 -1.0980 2.5244
H: 4.0160 -1.5423 3.3437
O: 3.7403 -1.6068 2.5783
H: 0.5822 2.4562 3.1415
O: 1.2810 2.3799 2.5111
H: -5.6699 0.9795 3.0440
H: -4.8643 0.3818 4.2905
O: -5.4855 0.1638 3.5295
H: 5.3166 0.0717 4.1640
O: 4.8123 0.7494 4.5814
H: -6.0488 -1.1033 -1.8351
H: -6.1174 0.2730 -2.9353
O: -6.1835 -0.1008 -2.0079
H: 3.4965 1.0231 -0.0933
H: 3.5703 -0.0972 0.8121
O: 3.9676 0.7352 0.6386
H: -4.5230 -3.6979 -3.0557
H: -4.4292 -3.8626 -1.6578
O: -4.9851 -3.4188 -2.2779
H: 0.3133 5.3965 -1.3850
H: 1.1205 6.4260 -2.2644
O: 0.4292 6.3211 -1.6413
H: 0.8840 -2.6505 3.4774
H: 0.3434 -1.5327 4.2734
O: 1.1096 -1.7657 3.9031
H: 0.6883 0.1480 -2.7601
H: -0.7430 0.7545 -2.5167
O: -0.0432 0.6083 -3.1248
H: -2.0089 -3.0345 -1.2740
H: -1.4749 -2.8183 -2.6026
O: -1.8427 -3.5895 -2.1577
H: 2.5076 -2.4264 1.7418
H: 2.1424 -3.5391 0.7748
O: 1.6870 -2.6413 1.1760
H: -0.5783 1.9916 6.4974
H: -0.3442 3.3814 5.7817
O: -0.2887 2.3782 5.5884
H: 5.4564 -0.9536 1.4958
H: 6.5771 -1.7011 1.4474
O: 6.3268 -0.7828 1.6499
H: 2.1279 2.3278 0.1621
O: 1.1898 2.4123 0.0033
H: 0.7351 3.1619 -1.5062
H: 0.0406 3.4700 -2.7732
O: -0.0145 3.6668 -1.8330
H: 1.5352 3.3584 2.6137
H: 2.8433 4.1541 -4.0032
H: 5.0846 1.5821 4.2908
H: 3.4281 -4.7071 -0.4557
H: 1.4812 -2.1642 -1.7466
H: 0.9449 2.1845 0.9375
O: 0.5074 -5.0160 2.4360
H: 1.3245 -4.6803 1.9866
H: -0.1122 -4.3730 2.1727
O: 4.2759 -1.3925 -2.2747
H: 4.4554 -2.0500 -2.8291
H: 4.7638 -0.7229 -2.4617
O: 3.6882 2.1251 -2.0514
H: 3.7880 1.3355 -2.1805
H: 4.6465 2.4383 -1.8265
O: -6.0525 2.4696 0.4570
H: -6.0948 1.6249 0.0157
H: -5.6549 2.5159 1.3477
O: -1.1806 -1.6390 2.6019
H: -1.6258 -1.7667 1.7625
H: -1.2101 -2.6265 2.9375
O: -2.2091 -4.1660 3.8133
H: -1.7068 -4.9097 4.3047
H: -2.7216 -3.6511 4.4341
O: -2.0856 5.2695 -0.7798
H: -2.2052 4.3009 -0.7816
H: -2.9266 5.6210 -0.6977

These are the Löwdin partial charges, in e, on atoms 1 to 99:
1. H 0.0107
2. H 0.1357
3. O -0.0311
4. H -0.0599
5. H 0.0743
6. O -0.0688
7. H 0.0839
8. H 0.0080
9. O -0.0421
10. H 0.0369
11. H 0.0739
12. O -0.0807
13. H 0.0038
14. H 0.0065
15. O -0.0901
16. H -0.0316
17. O -0.0512
18. H 0.1183
19. O 0.0479
20. H 0.0649
21. H 0.0499
22. O -0.1509
23. H 0.0720
24. H -0.0452
25. O -0.0884
26. H -0.0306
27. H 0.1636
28. O -0.1526
29. H 0.0511
30. H 0.0588
31. O -0.0985
32. H 0.0110
33. O -0.0846
34. H -0.0010
35. H -0.0540
36. O -0.0063
37. H 0.0377
38. H 0.0847
39. O -0.1612
40. H 0.0701
41. H 0.0220
42. O -0.0379
43. H -0.0450
44. H 0.0298
45. O -0.0879
46. H 0.0194
47. H 0.0102
48. O -0.0051
49. H 0.0801
50. H -0.0786
51. O 0.0548
52. H 0.0193
53. O -0.0318
54. H 0.0128
55. H 0.0761
56. O -0.0759
57. H 0.0029
58. O -0.0155
59. H 0.0735
60. H 0.0746
61. O -0.1216
62. H -0.0178
63. H 0.0271
64. O 0.0135
65. H 0.0193
66. H 0.0076
67. O -0.0292
68. H -0.0216
69. H 0.0076
70. O -0.0588
71. H 0.0561
72. H -0.0645
73. O -0.0198
74. H 0.0006
75. H -0.0172
76. O -0.0442
77. H 0.1069
78. H 0.0299
79. O -0.0999
80. H 0.0072
81. H 0.0598
82. O -0.1631
83. H 0.0992
84. H 0.0882
85. O -0.1259
86. H -0.0781
87. H 0.0590
88. O -0.0171
89. H 0.0034
90. O -0.0686
91. H 0.0049
92. H 0.0508
93. O -0.0632
94. H 0.1281
95. H -0.0077
96. H -0.0171
97. H -0.0313
98. H 0.0779
99. H 0.0172

(2)
Below is a cluster of 40 separate species, H80O40 in total, with properties calculated with ωB97M-V with the def2-TZVPD basis set.

Calculated values
- E_HOMO (eV) = -10.95
- gap between HOMO and LUMO (Ha) = 0.3614
- energy above the lowest of the compared OMol25 structures with the same formula, charge and spin (eV) = 10.534
- E (eV) = -83195.282
- spin multiplicity = 1

Positions of all 120 atoms, in Å:
H: -2.2341 -2.3174 -0.9179
H: -2.9218 -1.6426 0.3031
O: -2.4995 -2.4593 0.0235
H: 1.9195 1.7037 -4.7108
H: 1.1217 2.7705 -5.2411
O: 2.0325 2.4360 -5.3226
H: 0.9476 -3.4392 -0.7007
H: 0.4429 -2.4656 0.3884
O: 1.1856 -2.6426 -0.1986
H: -2.5351 -4.5123 2.5303
H: -3.3368 -3.6079 1.6768
O: -3.4042 -4.4831 2.1063
H: 0.8318 -4.3533 3.6412
H: 2.1693 -4.6225 4.1943
O: 1.3962 -5.1213 3.8904
H: 0.0387 0.6489 -1.5945
O: 0.6006 0.8221 -2.3902
H: -2.0362 1.4616 1.6972
O: -2.9135 1.3190 1.2102
H: 3.1054 0.9473 -1.2314
H: 1.7059 1.7104 -0.8987
O: 2.6522 1.6776 -0.8036
H: -3.3109 1.9351 -2.8575
H: -2.6017 1.1804 -4.0833
O: -3.1360 1.0985 -3.2963
H: -3.7493 -0.0931 3.0136
H: -4.8078 -0.5556 3.9390
O: -4.3881 0.2625 3.6314
H: 2.8592 -0.3011 -3.0927
H: 4.0951 -1.1404 -2.7738
O: 3.8250 -0.2434 -3.0026
H: 0.5936 1.6742 0.7308
O: -0.1711 1.5936 1.3154
H: -2.7151 -0.5550 -2.7999
H: -1.3367 -0.7321 -2.2808
O: -2.2406 -1.0108 -2.0771
H: 1.7590 5.4659 -0.1935
H: 0.4708 6.2086 0.3314
O: 0.9884 5.4017 0.3954
H: 3.7007 -2.2804 1.0667
H: 3.2892 -2.2754 2.4599
O: 3.5875 -1.6678 1.8064
H: -0.8670 -4.1916 -4.3272
H: -1.2320 -2.8292 -4.3608
O: -0.4240 -3.3332 -4.2040
H: 0.4190 0.3436 3.7188
H: 1.4095 0.8982 2.7071
O: 1.3336 0.2318 3.4444
H: -0.5967 3.1930 -2.9171
H: -1.1691 1.9087 -2.4743
O: -1.4664 2.7634 -2.8725
H: 4.5188 -0.0096 1.2038
O: 4.9507 0.5303 1.8870
H: -5.2395 3.0130 1.4437
H: -5.3346 1.6347 2.3631
O: -5.7708 2.3310 1.8553
H: 5.0460 2.7040 -0.1770
O: 4.8259 3.6062 0.1300
H: -0.3528 -4.1643 -1.9245
H: -0.8748 -5.1108 -1.1392
O: -0.1234 -5.0959 -1.7475
H: -1.9308 1.8541 -0.9198
H: -2.0968 0.5388 -0.2698
O: -1.3947 1.0537 -0.7866
H: -0.3952 -0.7697 5.6881
H: 0.6124 -1.5807 6.0196
O: -0.0359 -1.5935 5.2990
H: 0.3106 1.4579 6.0169
H: 1.8108 0.7060 5.9601
O: 0.9456 0.8318 6.3473
H: -3.7375 -5.4110 -0.5156
H: -2.2981 -5.2487 -0.1540
O: -2.8869 -5.8532 -0.6129
H: 2.4397 -5.2459 -2.0467
H: 2.8700 -4.3754 -3.2035
O: 2.6340 -4.3249 -2.2674
H: 0.3000 4.1767 -5.4103
H: -0.7901 4.3097 -4.4809
O: -0.6369 4.1152 -5.4122
H: -3.6165 -3.7936 -4.0717
H: -3.0269 -3.1850 -5.2467
O: -3.2264 -4.0744 -4.9164
H: 3.4626 5.1050 -2.4078
H: 4.3094 5.0218 -1.2413
O: 3.4455 5.4045 -1.4867
H: -6.7222 -0.5263 0.1236
H: -5.8023 -0.3155 1.3979
O: -6.0910 -0.9121 0.7067
H: -0.8780 4.1263 -0.0825
O: -1.4965 4.0803 0.6731
H: 1.3318 -1.6002 -4.6040
H: 1.2654 -2.1450 -3.0490
O: 1.3273 -1.4209 -3.6674
H: 4.5412 0.0863 2.6520
H: 1.0425 -0.0318 -2.5460
H: 3.9041 3.2790 0.1061
H: -2.6997 0.3740 1.3283
H: -0.5304 2.4725 1.1428
H: -2.2311 3.8040 0.0725
O: 0.9097 4.4979 3.3161
H: 1.7155 4.2381 2.8495
H: 0.2804 4.4039 2.5883
O: 2.4920 2.0678 4.6635
H: 3.0502 1.7343 3.9590
H: 2.9356 2.5554 5.3651
O: -3.9930 2.7593 -0.8135
H: -3.8721 2.1378 -0.0754
H: -4.8376 2.5881 -1.2392
O: 1.0619 4.3706 -2.8437
H: 1.7267 3.7079 -3.0736
H: 0.9490 4.4528 -1.8908
O: 1.9687 -5.0969 -0.1975
H: 1.9312 -5.0030 0.7737
H: 2.5767 -4.3504 -0.2810
O: 5.0999 -1.0887 4.3116
H: 4.7563 -0.2360 3.9868
H: 5.4271 -1.4371 3.4724
O: -0.9507 -3.0020 2.1029
H: -1.7273 -2.5570 1.7800
H: -0.3173 -2.5494 2.6446

These are the Löwdin partial charges, in e, on atoms 1 to 99:
1. H 0.0378
2. H 0.0294
3. O -0.0666
4. H 0.0199
5. H 0.0060
6. O -0.0346
7. H -0.0074
8. H 0.0130
9. O -0.0599
10. H 0.0284
11. H -0.0020
12. O -0.0577
13. H 0.0257
14. H 0.0340
15. O -0.0587
16. H 0.0184
17. O -0.0824
18. H 0.0969
19. O -0.0676
20. H 0.0212
21. H -0.0072
22. O -0.0319
23. H 0.0259
24. H 0.0654
25. O -0.0562
26. H 0.0066
27. H 0.0740
28. O -0.0265
29. H -0.0119
30. H 0.0467
31. O -0.0501
32. H 0.0421
33. O -0.0540
34. H 0.0382
35. H 0.0401
36. O -0.0703
37. H 0.0151
38. H 0.0660
39. O -0.0418
40. H 0.0617
41. H 0.0360
42. O -0.0345
43. H 0.0550
44. H 0.0154
45. O -0.0598
46. H 0.0162
47. H 0.0446
48. O -0.0863
49. H 0.0056
50. H 0.0160
51. O -0.0863
52. H 0.0254
53. O -0.0674
54. H 0.0213
55. H -0.0133
56. O -0.0546
57. H 0.0473
58. O -0.0761
59. H 0.0194
60. H 0.0132
61. O -0.0445
62. H 0.0237
63. H 0.0795
64. O -0.1257
65. H 0.0250
66. H 0.0387
67. O -0.0842
68. H 0.0448
69. H 0.0233
70. O -0.0594
71. H 0.0429
72. H -0.0033
73. O -0.0448
74. H 0.0473
75. H 0.0622
76. O -0.0716
77. H -0.0093
78. H 0.0134
79. O -0.0251
80. H 0.0534
81. H 0.0378
82. O -0.0442
83. H 0.0435
84. H 0.0329
85. O -0.0670
86. H 0.0261
87. H -0.0073
88. O -0.0330
89. H 0.0344
90. O -0.0498
91. H 0.0768
92. H 0.0338
93. O -0.0445
94. H -0.0275
95. H 0.0078
96. H 0.0131
97. H 0.0534
98. H 0.0065
99. H 0.0424